Below is a cluster of 11 separate species, C3H30N2O10S in total in a non-equilibrium geometry, with properties calculated with the ωB97M-V functional and the def2-TZVPD basis.

Structure (XYZ):
```
46
Properties=species:S:1:pos:R:3:mulliken_charge:R:1
N 1.18 4.61 0.17 -0.514
C -0.29 4.40 0.04 -0.819
C -0.88 2.87 -0.13 0.449
N -0.47 2.24 -1.39 -0.595
C -2.34 2.49 -0.06 -0.731
S -2.69 2.42 1.62 -0.226
H 1.57 4.90 -0.72 0.284
H 1.59 3.87 0.47 0.273
H -0.66 5.04 -0.76 0.378
H -0.89 4.72 0.95 0.245
H -0.21 2.46 0.67 0.148
H 0.28 1.51 -1.28 0.182
H 0.06 2.89 -2.00 0.280
H -2.47 1.54 -0.66 0.330
H -2.85 3.10 -0.81 0.397
H -3.35 3.56 1.68 0.100
O 1.17 -3.23 0.35 -0.675
H 1.78 -2.56 0.79 0.281
H 0.27 -2.99 0.79 0.379
O 1.30 -2.16 4.12 -0.659
H 2.25 -2.18 4.17 0.329
H 1.19 -2.70 3.32 0.306
O 1.23 -0.02 -1.50 -0.628
H 0.43 -0.47 -1.37 0.208
H 1.74 -0.77 -1.84 0.257
O 2.28 -2.93 -2.18 -0.597
H 2.50 -3.88 -2.37 0.294
H 1.72 -2.86 -1.49 0.288
O 0.01 -0.94 -3.55 -0.526
H 0.59 -1.59 -3.57 0.273
H -0.31 -0.93 -4.52 0.280
O -0.45 -4.36 -2.57 -0.616
H -0.91 -3.86 -1.81 0.323
H 0.04 -4.96 -2.10 0.283
O -0.98 -1.92 1.70 -0.654
H -0.76 -1.18 2.42 0.346
H -1.77 -1.48 1.32 0.292
O 3.52 1.98 -0.69 -0.662
H 3.37 1.01 -0.52 0.336
H 2.65 2.12 -1.15 0.338
O -0.94 -0.28 3.81 -0.629
H -0.76 0.67 3.71 0.331
H -0.17 -0.67 3.99 0.329
O -2.76 -3.28 0.61 -0.657
H -3.32 -2.57 0.70 0.278
H -2.52 -3.65 1.66 0.373
```

For the HOMO energy, the calculation gives -8.86 eV. Its total charge is 0. The value obtained for the LUMO energy is -0.0054 hartree. The value obtained for the total energy is -1392.2272 Ha. The calculation puts the energy relative to the best compared isomer or geometry (same formula, charge and spin) at 203.1 kJ/mol.

***

Below is a cluster of 2 separate species, C3H4N2O in total in a non-equilibrium geometry, with properties calculated with the ωB97M-V functional and the def2-TZVPD basis.

Structure (XYZ):
```
10
Properties=species:S:1:pos:R:3:mulliken_charge:R:1
C -0.07 0.11 -1.09 -0.304
C 3.33 0.13 0.17 0.546
C -0.89 0.50 1.18 -0.407
N -0.46 0.52 -0.03 -0.042
N 3.17 -0.62 1.07 -0.344
O 3.54 0.82 -0.76 -0.456
H 0.13 0.80 -1.85 0.250
H -0.22 0.73 1.99 0.207
H -1.80 0.19 1.53 0.295
H 2.57 -1.07 1.62 0.254
```

For the HOMO energy, the calculation gives -8.29 eV. Its total charge is 0. The value obtained for the LUMO energy is 0.0223 hartree. The value obtained for the total energy is -301.3484 Ha. The calculation puts the energy relative to the best compared isomer or geometry (same formula, charge and spin) at 364.6 kJ/mol.

***

Below is a cluster of 2 separate species, C4H12 in total in a non-equilibrium geometry, with properties calculated with the ωB97M-V functional and the def2-TZVPD basis.

Structure (XYZ):
```
16
Properties=species:S:1:pos:R:3:mulliken_charge:R:1
C -1.66 1.34 -0.42 -0.798
C -1.42 0.84 -1.79 -0.775
H -2.02 2.35 -0.31 0.326
H -2.16 0.59 0.19 0.272
H -0.76 1.49 0.18 0.191
H -0.92 1.55 -2.43 0.279
H -0.69 0.01 -1.80 0.180
H -2.17 0.29 -2.35 0.339
C 1.12 -0.87 0.47 -0.633
C 1.90 -1.30 1.73 -0.925
H 1.63 -1.10 -0.44 0.342
H 0.11 -1.27 0.55 0.259
H 1.04 0.27 0.37 0.125
H 3.00 -1.28 1.55 0.268
H 1.60 -2.23 2.18 0.305
H 1.86 -0.43 2.44 0.244
```

For the HOMO energy, the calculation gives -10.99 eV. Its total charge is 0. The value obtained for the LUMO energy is 0.0412 hartree. The value obtained for the total energy is -159.5556 Ha. The calculation puts the energy relative to the best compared isomer or geometry (same formula, charge and spin) at 77.0 kJ/mol.

***

Below is a cluster of 12 separate species, H24O12 in total in a non-equilibrium geometry, with properties calculated with the ωB97M-V functional and the def2-TZVPD basis.

Structure (XYZ):
```
36
Properties=species:S:1:pos:R:3:mulliken_charge:R:1
O -7.38 9.47 1.16 -0.695
H -6.44 9.82 1.15 0.358
H -7.35 8.56 1.45 0.342
O -6.48 9.79 4.02 -0.574
H -6.59 9.61 3.04 0.235
H -7.25 10.30 4.36 0.305
O -2.50 9.07 6.59 -0.701
H -2.97 9.36 5.81 0.388
H -1.77 9.70 6.55 0.324
O -5.55 10.95 7.04 -0.725
H -5.49 10.08 7.46 0.423
H -4.71 11.14 6.58 0.298
O -3.29 6.36 5.83 -0.733
H -2.96 7.25 6.17 0.363
H -3.24 5.76 6.62 0.329
O -7.33 7.10 3.16 -0.619
H -7.39 7.80 3.83 0.310
H -7.05 6.31 3.65 0.327
O -3.95 6.84 2.67 -0.784
H -3.66 6.64 3.62 0.347
H -4.87 6.64 2.86 0.323
O -5.86 7.13 5.58 -0.661
H -5.10 6.57 5.49 0.366
H -5.82 7.81 4.91 0.315
O -5.14 8.24 8.03 -0.743
H -4.20 8.30 7.75 0.332
H -5.49 7.61 7.26 0.426
O -4.46 9.57 2.10 -0.718
H -4.00 9.63 1.21 0.306
H -4.36 8.61 2.31 0.492
O -8.08 11.06 5.78 -0.723
H -8.25 11.91 5.41 0.314
H -7.19 11.15 6.24 0.437
O -3.88 10.44 4.60 -0.693
H -3.61 10.38 3.67 0.302
H -4.83 10.30 4.60 0.408
```

For the HOMO energy, the calculation gives -11.14 eV. Its total charge is 0. The value obtained for the LUMO energy is -0.0005 hartree. The value obtained for the total energy is -917.3125 Ha. The calculation puts the energy relative to the best compared isomer or geometry (same formula, charge and spin) at 33.8 kJ/mol.

***

Below is the molecule C5H8O in a non-equilibrium geometry, with properties calculated with the ωB97M-V functional and the def2-TZVPD basis.

Structure (XYZ):
```
14
Properties=species:S:1:pos:R:3:mulliken_charge:R:1
C -0.96 -2.03 0.76 0.002
C -0.41 -1.09 0.26 -1.006
C 0.11 0.26 -0.16 1.483
C 1.54 0.02 -0.58 -1.495
C -0.68 0.98 -1.15 -1.246
O 0.16 1.16 1.03 -0.572
H -1.36 -2.91 1.25 0.433
H 2.07 1.02 -0.61 0.323
H 2.09 -0.28 0.26 0.427
H 1.68 -0.59 -1.43 0.369
H -0.54 0.58 -2.20 0.306
H -0.42 2.11 -1.09 0.283
H -1.73 0.93 -0.77 0.341
H -0.65 1.09 1.61 0.351
```

For the HOMO energy, the calculation gives -10.26 eV. Its total charge is 0. The value obtained for the LUMO energy is 0.0340 hartree. The value obtained for the total energy is -270.4559 Ha. The calculation puts the energy relative to the best compared isomer or geometry (same formula, charge and spin) at 267.9 kJ/mol.

***

Below is the molecule C5H6O2, with properties calculated with the ωB97M-V functional and the def2-TZVPD basis.

Structure (XYZ):
```
13
Properties=species:S:1:pos:R:3:mulliken_charge:R:1
C -0.59 -0.94 2.80 0.366
C -0.74 -0.66 1.63 -0.269
C -0.89 -0.25 0.24 -0.084
O -1.90 -0.47 -0.39 -0.474
C 0.30 0.51 -0.37 0.268
C 0.85 -0.28 -1.56 -1.330
O -0.11 1.76 -0.87 -0.533
H -0.46 -1.20 3.83 0.392
H 1.08 0.62 0.40 0.300
H 1.69 0.26 -2.00 0.330
H 0.06 -0.37 -2.31 0.331
H 1.18 -1.28 -1.26 0.367
H -0.47 2.28 -0.14 0.334
```

For the HOMO energy, the calculation gives -10.19 eV. Its total charge is 0. The value obtained for the LUMO energy is -0.0015 hartree. The value obtained for the total energy is -344.5138 Ha. The calculation puts the energy relative to the best compared isomer or geometry (same formula, charge and spin) at 231.3 kJ/mol.

***

Below is the molecule C5H9NO, with properties calculated with the ωB97M-V functional and the def2-TZVPD basis.

Structure (XYZ):
```
16
Properties=species:S:1:pos:R:3:mulliken_charge:R:1
C 1.67 0.54 -0.59 -1.432
C 0.90 -0.77 -0.45 0.520
N 1.33 -1.44 0.80 -0.790
C -0.59 -0.72 -0.29 -0.830
C -1.26 0.24 0.33 0.449
C -1.88 1.53 0.30 -0.199
O -2.53 0.33 0.82 -0.463
H 1.54 1.00 -1.58 0.323
H 2.73 0.33 -0.46 0.380
H 1.37 1.26 0.17 0.266
H 1.16 -1.43 -1.29 0.340
H 0.89 -2.36 0.81 0.304
H 0.84 -0.93 1.53 0.328
H -1.09 -1.68 -0.33 0.332
H -1.74 2.35 0.98 0.255
H -2.25 1.76 -0.70 0.216
```

For the HOMO energy, the calculation gives -8.54 eV. Its total charge is 0. The value obtained for the LUMO energy is 0.0321 hartree. The value obtained for the total energy is -325.8076 Ha. The calculation puts the energy relative to the best compared isomer or geometry (same formula, charge and spin) at 341.2 kJ/mol.

***

Below is a cluster of 12 separate species, C42H70O31S2 in total in a non-equilibrium geometry, with properties calculated with the ωB97M-V functional and the def2-TZVPD basis.

Structure (XYZ):
```
145
Properties=species:S:1:pos:R:3:mulliken_charge:R:1
O -0.36 1.50 -0.01 -0.966
C -0.87 0.20 -0.07 -0.222
C -0.15 -1.07 0.67 -0.434
O -0.59 -2.40 0.49 -0.964
H -0.91 0.00 -1.14 0.113
H -1.88 0.29 0.34 0.130
H 0.04 -0.91 1.73 0.240
H 0.90 -0.96 0.41 0.176
C -6.20 1.46 5.21 -1.257
C -6.67 0.05 4.62 0.166
C -5.75 -1.11 5.01 -0.336
O -6.54 -1.73 5.98 -0.322
C -7.78 -1.24 6.08 0.687
O -8.66 -1.66 6.85 -0.606
O -7.94 -0.27 5.20 -0.345
H -6.18 1.47 6.30 0.304
H -6.77 2.27 4.75 0.346
H -5.22 1.60 4.74 0.409
H -6.73 0.15 3.54 0.321
H -4.79 -0.67 5.28 0.298
H -5.65 -1.77 4.15 0.322
C 2.08 -6.22 6.92 -1.390
C 3.11 -6.96 6.06 0.512
C 3.93 -5.96 5.19 -0.459
O 5.27 -6.35 5.41 -0.349
C 5.36 -7.23 6.46 0.701
O 6.34 -7.85 6.83 -0.562
O 4.13 -7.48 6.87 -0.358
H 1.23 -5.89 6.32 0.389
H 2.49 -5.29 7.31 0.354
H 1.75 -6.80 7.79 0.330
H 2.60 -7.75 5.50 0.265
H 3.89 -4.93 5.54 0.271
H 3.74 -5.98 4.11 0.294
C -3.55 9.53 3.32 -1.398
C -2.05 9.20 3.31 0.390
C -1.43 9.39 1.90 -0.454
O -0.44 10.34 2.10 -0.308
C -0.33 10.65 3.39 0.687
O 0.54 11.42 3.83 -0.596
O -1.41 10.22 4.06 -0.334
H -3.73 10.57 3.05 0.353
H -3.96 9.47 4.33 0.356
H -4.11 8.79 2.75 0.382
H -1.71 8.26 3.74 0.340
H -2.14 9.75 1.16 0.273
H -1.04 8.45 1.49 0.305
C -7.73 -4.83 -4.04 -1.398
C -7.81 -5.49 -2.64 0.442
C -7.13 -4.73 -1.48 -0.408
O -8.18 -4.86 -0.47 -0.294
C -9.34 -5.37 -0.97 0.660
O -10.33 -5.54 -0.25 -0.590
O -9.19 -5.67 -2.26 -0.345
H -8.24 -5.40 -4.82 0.350
H -6.68 -4.72 -4.30 0.387
H -8.20 -3.85 -4.12 0.347
H -7.41 -6.50 -2.64 0.236
H -6.95 -3.67 -1.67 0.301
H -6.19 -5.23 -1.24 0.298
C 0.97 -1.87 -8.14 -1.400
C 1.68 -0.53 -7.96 0.388
C 2.30 -0.25 -6.61 -0.415
O 3.61 -0.61 -6.88 -0.305
C 3.86 -0.87 -8.12 0.701
O 4.91 -1.38 -8.53 -0.595
O 2.74 -0.52 -8.84 -0.386
H 0.89 -2.30 -9.13 0.329
H -0.03 -1.72 -7.72 0.398
H 1.37 -2.63 -7.46 0.322
H 0.92 0.14 -8.36 0.367
H 2.08 -1.11 -5.97 0.313
H 2.23 0.79 -6.29 0.279
C -5.45 4.85 -4.40 -1.314
C -4.38 4.35 -5.49 0.309
C -4.87 3.06 -6.25 -0.409
O -4.57 3.43 -7.61 -0.330
C -4.37 4.78 -7.73 0.653
O -4.46 5.42 -8.78 -0.556
O -4.20 5.33 -6.49 -0.332
H -5.70 4.10 -3.65 0.381
H -6.40 5.16 -4.83 0.346
H -5.04 5.74 -3.92 0.332
H -3.44 4.05 -5.01 0.310
H -5.94 2.88 -6.14 0.256
H -4.30 2.24 -5.82 0.352
C 7.57 0.83 1.64 -1.461
C 7.62 0.69 0.10 0.470
C 6.94 1.83 -0.61 -0.478
O 7.87 2.42 -1.48 -0.322
C 9.09 1.79 -1.29 0.646
O 10.11 2.03 -1.86 -0.528
O 8.95 0.87 -0.29 -0.361
H 6.53 0.85 1.98 0.418
H 8.14 1.70 1.95 0.361
H 8.03 -0.03 2.13 0.349
H 7.18 -0.27 -0.17 0.263
H 6.66 2.56 0.16 0.261
H 6.01 1.52 -1.09 0.366
C -4.31 -9.67 4.57 -1.457
C -3.85 -10.38 3.31 0.594
C -2.69 -9.67 2.65 -0.457
O -1.67 -10.63 2.50 -0.348
C -1.98 -11.79 3.15 0.699
O -1.30 -12.80 3.22 -0.553
O -3.24 -11.64 3.58 -0.373
H -3.44 -9.64 5.23 0.377
H -5.01 -10.24 5.18 0.332
H -4.50 -8.61 4.39 0.390
H -4.69 -10.43 2.62 0.222
H -2.37 -8.82 3.24 0.281
H -2.88 -9.46 1.59 0.289
C 4.25 10.15 -3.40 -1.273
C 4.39 8.68 -3.91 0.313
C 3.12 7.90 -4.01 -0.446
O 3.17 7.25 -5.26 -0.317
C 4.11 7.86 -6.01 0.685
O 4.34 7.70 -7.19 -0.582
O 4.70 8.75 -5.27 -0.351
H 5.16 10.62 -3.79 0.323
H 4.28 10.12 -2.31 0.365
H 3.36 10.63 -3.80 0.349
H 5.16 8.07 -3.43 0.347
H 2.22 8.44 -3.72 0.294
H 3.24 7.09 -3.29 0.292
C 5.47 -5.68 -3.35 -0.903
S 6.10 -6.59 -4.87 0.464
O 5.24 -6.01 -6.01 -0.600
C 7.53 -5.51 -4.85 -0.899
H 6.18 -5.84 -2.54 0.347
H 4.44 -5.93 -3.07 0.338
H 5.44 -4.61 -3.55 0.282
H 7.89 -5.42 -5.88 0.333
H 8.32 -5.84 -4.18 0.352
H 7.30 -4.49 -4.58 0.284
C 2.39 3.42 6.83 -0.831
S 4.07 4.09 7.35 0.475
O 4.14 4.20 8.89 -0.621
C 4.01 5.87 6.75 -0.932
H 2.43 2.35 6.98 0.289
H 2.20 3.74 5.80 0.349
H 1.60 3.88 7.42 0.283
H 3.23 6.42 7.26 0.304
H 3.94 5.99 5.67 0.356
H 4.88 6.45 7.06 0.317
```

For the HOMO energy, the calculation gives 0.79 eV. Its total charge is -2. The value obtained for the LUMO energy is 0.0951 hartree. The value obtained for the total energy is -4770.9357 Ha.

***

The lowest total charge belongs to which entry?
C42H70O31S2